Record 1
Formula: C32H76BCl2F2N9O6P3
Source: OMol25
Level of theory: ωB97M-V/def2-TZVPD

The geometry in XYZ format:
```
131
Properties=species:S:1:pos:R:3:forces:R:3:mulliken_charge:R:1
C -2.2179 1.3048 1.0649 1.120 0.606 0.289 -1.176
C -0.7854 0.7196 0.9263 -0.248 -0.669 0.042 -0.028
C -0.6090 -0.3160 -0.2088 1.212 0.105 -0.036 -0.551
C -0.0061 0.3293 -1.4945 -0.193 -1.129 1.059 -0.784
N -0.1026 -0.5984 -2.6277 0.011 1.721 0.695 -0.114
C -0.1650 -0.0328 -3.9511 -0.775 0.087 -0.428 1.401
C -0.3876 -1.3248 -4.8339 -0.098 -0.567 0.055 -0.502
C -1.8617 -1.8050 -4.8522 0.294 0.475 -0.568 -1.456
C 0.5131 -2.5185 -4.3483 -0.653 0.342 -1.314 -0.310
C 0.6447 -3.5332 -5.5262 0.555 0.067 0.334 -0.713
C 1.9919 -3.3815 -6.2976 -0.806 -0.112 -0.490 -1.146
C -1.2420 1.1195 -4.2168 -0.058 -2.029 -0.456 -1.183
C -2.6719 1.0234 -3.7295 0.965 0.170 0.348 -0.875
Cl -3.2092 0.1421 -2.3226 0.584 0.255 -0.264 -0.176
C -3.6176 1.6142 -4.4274 -1.819 0.367 -0.217 1.262
C -5.0864 1.5995 -4.0514 0.130 0.940 -0.625 -1.409
Cl -3.2428 2.5347 -5.8797 -0.049 -0.321 0.290 -0.188
N -0.5366 2.4614 -4.1013 1.338 0.340 0.364 0.027
P -1.4324 3.8544 -3.2678 -4.689 0.334 -0.156 0.080
O -0.7596 5.2442 -3.7871 1.180 -0.924 0.820 -0.483
O -1.3112 3.7015 -1.6428 1.734 1.135 -1.473 -0.367
C 0.9866 2.3071 -3.9589 -0.267 0.145 -0.359 1.833
F 1.3729 3.2553 -4.9011 0.171 -0.816 -0.424 -0.542
C 1.6789 2.7881 -2.6920 0.927 0.150 0.882 -0.089
C 3.1511 3.2934 -2.8963 -0.337 -0.319 0.131 -1.228
C 4.2031 2.1628 -3.0472 0.178 0.809 1.183 0.183
N 5.4369 2.6217 -2.3668 -0.359 -0.026 -0.500 -0.654
C 1.1263 0.8145 -4.3885 2.227 -2.135 1.294 1.091
F 2.1178 0.2136 -3.5610 0.022 0.741 0.047 -0.516
C 1.7490 0.5651 -5.7696 -0.255 0.259 -0.842 -1.919
B 0.9551 1.0408 -7.0660 -0.042 0.170 -1.024 0.467
O 0.1708 0.1612 -7.8364 -0.293 0.240 1.101 -0.616
O 1.0374 2.3355 -7.5519 -0.766 -0.289 1.259 -0.548
H -2.4631 1.3665 2.1328 -0.242 -0.265 -0.317 0.383
H -2.9499 0.7150 0.5084 -0.026 0.215 0.231 0.123
H -2.1859 2.3520 0.7263 -0.442 -0.364 -0.231 0.197
H -0.4992 0.2053 1.8534 -0.221 0.245 -0.126 0.085
H -0.0343 1.5144 0.7971 -0.212 -0.170 0.044 0.280
H -1.4930 -0.9362 -0.4091 -0.042 0.397 0.079 0.480
H 0.1700 -1.0166 0.1354 -0.347 -0.013 -0.151 0.280
H 1.0606 0.4014 -1.2438 -0.322 0.635 -0.215 0.263
H -0.4881 1.3151 -1.6250 0.221 -0.185 -0.258 0.115
H -0.8861 -1.2087 -2.4302 0.036 -0.046 -0.551 0.701
H -0.1130 -1.1822 -5.8874 -0.058 0.418 0.315 0.522
H -2.2991 -1.9458 -3.8582 0.040 0.176 -0.221 0.148
H -1.9423 -2.7625 -5.3804 0.156 0.194 0.165 0.618
H -2.4379 -1.0879 -5.4616 -0.255 -0.258 0.457 0.197
H 1.5014 -2.1258 -4.0920 -0.218 -0.329 0.321 0.116
H 0.0284 -3.0156 -3.5020 0.351 0.265 0.029 0.514
H -0.1565 -3.4198 -6.2697 0.024 0.048 0.365 0.265
H 0.5144 -4.5441 -5.1160 0.286 0.188 -0.195 0.537
H 1.7671 -2.9526 -7.2865 0.256 -0.050 0.225 0.272
H 2.7030 -2.7040 -5.8103 -0.056 -0.399 0.079 0.240
H 2.4343 -4.3649 -6.4895 0.173 0.318 0.158 0.360
H -1.3738 0.9974 -5.3051 0.062 0.234 0.311 0.425
H -5.5551 2.4853 -4.5015 0.009 -0.353 0.007 0.427
H -5.5885 0.7080 -4.4448 0.124 0.106 0.245 0.292
H -5.2258 1.7089 -2.9728 0.116 -0.341 -0.189 0.415
H -0.5860 2.7784 -5.0802 -0.011 0.502 0.334 0.970
H -1.3502 5.6481 -4.4445 0.079 -0.129 0.230 0.386
H -0.7749 4.4569 -1.3212 -0.069 -0.480 0.520 0.337
H 1.1773 3.6320 -2.1957 -0.313 -0.238 -0.612 0.409
H 1.7733 2.0346 -1.9065 -0.387 -0.025 -0.443 -0.488
H 3.3907 3.7705 -1.9360 -0.012 -0.162 -0.230 0.366
H 3.2274 4.0909 -3.6437 -0.030 -0.332 -0.027 0.388
H 3.8436 1.3311 -2.4292 0.024 -0.055 -0.586 0.082
H 4.3861 1.8586 -4.0857 -0.233 -0.101 0.229 0.153
H 5.8280 1.8870 -1.7934 0.259 0.102 -0.294 0.238
H 6.1114 2.9877 -3.0265 0.148 -0.191 0.251 0.234
H 1.9329 -0.5130 -5.8698 -0.212 0.253 0.242 -0.073
H 2.7489 1.0279 -5.7693 -0.387 0.152 0.147 0.267
H -0.7761 0.2748 -7.6658 0.176 -0.269 -0.425 0.334
H 0.1540 2.5347 -7.9043 0.637 0.134 -0.746 0.330
O 2.6712 1.2073 2.5056 1.300 -2.169 -2.836 -0.822
P 3.8191 0.5216 3.2297 -1.727 3.241 6.131 0.810
N 2.8748 -0.3007 4.4128 -0.193 -0.442 -0.383 0.190
C 3.3632 -0.7615 5.6985 0.573 -0.164 0.039 -0.904
C 1.9500 -1.2960 3.8695 -0.284 0.212 -0.317 -0.620
N 4.4580 1.9791 3.9341 0.560 0.313 0.401 0.206
C 3.8228 2.5347 5.1193 -0.190 -0.305 0.222 -1.002
C 4.6784 3.0384 2.9541 0.030 -0.237 -0.162 -1.184
N 5.2910 -0.3572 3.6926 0.251 -0.402 -3.013 0.098
C 6.5580 0.3276 3.9644 0.198 0.407 0.103 -0.917
C 5.5637 -1.4362 2.7139 -0.326 -0.427 0.251 -1.057
H 3.8935 -1.7206 5.6300 -0.012 -0.010 0.026 0.324
H 2.5214 -0.8923 6.3835 -0.110 0.022 -0.161 0.299
H 4.0362 -0.0499 6.1715 0.054 0.007 -0.174 0.260
H 2.4698 -2.2300 3.6126 -0.075 -0.090 0.130 0.311
H 1.4593 -0.9278 2.9684 0.086 0.117 0.036 0.075
H 1.1610 -1.5280 4.5877 0.086 0.033 0.069 0.095
H 2.7330 2.6072 5.0214 -0.023 0.041 0.045 0.247
H 4.2149 3.5319 5.3305 0.053 0.001 -0.240 0.414
H 4.0601 1.9440 6.0052 -0.148 -0.055 -0.030 0.217
H 3.7501 3.5611 2.6964 0.016 -0.019 -0.097 0.301
H 5.1005 2.6286 2.0319 -0.042 0.036 -0.021 0.374
H 5.3941 3.7679 3.3416 -0.002 -0.059 0.094 0.377
H 6.8916 0.9448 3.1257 0.109 0.029 0.077 0.286
H 7.3366 -0.4121 4.1710 -0.205 -0.244 -0.213 0.392
H 6.4884 0.9443 4.8554 -0.193 0.106 -0.148 0.264
H 5.8915 -1.0334 1.7514 0.155 -0.092 -0.007 0.329
H 4.6595 -2.0283 2.5394 -0.038 0.082 0.013 0.295
H 6.3250 -2.1203 3.0890 0.013 0.076 0.053 0.378
O -2.5054 -1.4811 3.8939 -0.091 3.206 1.900 -0.820
P -3.7280 -1.6897 4.7741 -0.790 -6.494 -2.495 0.916
N -3.1383 -3.0383 5.6677 0.356 0.300 0.336 0.147
C -3.9666 -4.0188 6.3438 -0.527 0.174 0.216 -0.928
C -1.9649 -2.7543 6.4927 0.375 0.186 -0.285 -1.021
N -4.7525 -2.2635 3.4865 -0.743 -0.267 -0.201 0.206
C -4.6369 -3.6434 3.0416 0.138 -0.232 0.325 -1.043
C -4.7575 -1.3741 2.3335 0.090 0.194 0.178 -1.440
N -5.1417 -1.5183 5.8332 0.834 2.908 -0.017 0.063
C -6.5035 -1.3952 5.3066 -0.270 -0.067 -0.372 -0.913
C -4.9252 -0.4041 6.7869 0.274 -0.287 0.433 -1.094
H -4.3143 -3.6729 7.3261 0.003 -0.026 0.009 0.320
H -3.3949 -4.9380 6.4956 0.152 0.109 -0.054 0.342
H -4.8455 -4.2960 5.7658 0.009 0.181 -0.030 0.247
H -2.2420 -2.2392 7.4230 0.045 -0.139 0.098 0.317
H -1.2526 -2.1232 5.9607 -0.128 0.006 -0.101 0.161
H -1.4407 -3.6763 6.7534 -0.135 -0.053 -0.002 0.386
H -3.5978 -3.9447 2.8616 0.004 -0.054 -0.036 0.285
H -5.2028 -3.7962 2.1198 0.029 0.237 -0.027 0.402
H -5.0836 -4.3276 3.7645 0.158 -0.020 0.040 0.227
H -3.8668 -1.5142 1.7078 0.023 0.129 -0.010 0.448
H -4.7812 -0.3292 2.6563 0.057 0.009 -0.067 0.366
H -5.6471 -1.5449 1.7204 -0.034 -0.106 0.087 0.467
H -6.6123 -0.5580 4.6115 -0.132 -0.033 -0.003 0.285
H -7.2028 -1.2415 6.1333 0.295 0.151 0.193 0.391
H -6.8195 -2.3105 4.8149 0.213 0.059 -0.139 0.270
H -4.9587 0.5671 6.2855 -0.124 0.064 0.104 0.347
H -3.9465 -0.4998 7.2674 0.019 -0.029 -0.084 0.300
H -5.6726 -0.4188 7.5803 -0.039 -0.059 -0.066 0.374
```
Positions in Å, forces in eV/Å.

Results
multiplicity = 1
charge = +1
Kohn-Sham gap = 6.97 eV

=====

Record 2
Formula: C14H23BN6OPt
Source: OMol25
Level of theory: ωB97M-V/def2-TZVPD

The geometry in XYZ format:
```
46
Properties=species:S:1:pos:R:3:forces:R:3:mulliken_charge:R:1
C -1.1152 -0.8860 1.8131 -0.280 -0.983 -0.602 0.004
N -0.9887 -1.7571 0.7810 -1.800 1.328 3.689 -0.878
N -1.8871 -2.7513 0.9384 0.083 -0.675 -0.122 0.363
C -2.6000 -2.5177 2.0752 0.244 -0.235 -0.371 -0.005
C -2.1179 -1.3248 2.6502 -0.780 0.184 1.014 -0.936
B -1.8350 -3.8592 -0.1955 -1.083 -0.156 0.261 0.030
N -2.0512 -3.0146 -1.5180 -0.026 -0.328 -0.409 0.023
N -1.1593 -2.0520 -1.7787 -1.340 0.347 -2.789 -0.422
C -1.4592 -1.3794 -2.9256 1.098 -0.343 1.353 0.134
C -2.5864 -1.9498 -3.3907 -2.188 0.370 -2.489 -1.002
C -2.9436 -2.9769 -2.5263 -0.646 -0.701 0.573 0.007
Pt 0.2811 -1.7244 -0.6881 2.528 3.542 -0.186 1.706
N -0.3533 -4.3988 -0.2965 -0.914 -1.624 0.294 -0.038
N 0.5885 -3.5092 -0.4199 2.129 -0.482 -0.401 -0.293
C 1.8246 -4.0037 -0.4939 -2.111 -2.965 0.499 0.075
C 1.7010 -5.3636 -0.3538 -1.179 -2.017 0.279 -0.958
C 0.2517 -5.6066 -0.2408 1.406 -0.464 0.186 0.083
H 2.6313 -3.4044 -0.6180 2.392 1.635 -0.372 0.505
H -0.3408 -6.5616 -0.0786 0.948 1.519 -0.285 0.444
H 2.5344 -6.1261 -0.3172 -1.352 1.064 -0.085 0.369
H -2.6584 -4.7451 -0.0839 0.554 0.543 -0.012 0.028
H -3.8079 -3.6720 -2.5473 0.829 0.646 0.026 0.471
H -3.3854 -3.2452 2.3709 0.719 0.829 -0.159 0.474
H -3.1235 -1.6022 -4.3114 0.540 -0.659 1.150 0.384
H -2.4516 -0.7907 3.5783 0.284 -0.893 -1.167 0.385
H -0.8092 -0.5832 -3.2592 -0.214 -0.017 -0.203 0.467
H -0.4640 -0.0487 1.8217 0.258 0.807 0.351 0.542
H 3.7479 0.2508 -2.1858 0.315 3.028 0.076 0.231
C 3.4976 1.4154 -1.9472 -4.448 -4.409 2.324 -0.512
H 2.4225 1.5862 -2.4381 2.665 0.465 0.448 0.204
H -0.8656 3.0262 0.6223 0.459 -0.315 0.346 0.319
H 3.2238 1.3758 -0.7454 1.414 0.851 -2.843 0.104
C 0.7031 4.7687 -0.3276 0.110 -0.059 0.047 -1.411
C 0.7147 4.0591 1.0377 0.432 0.648 0.103 1.400
C 2.1356 3.6860 1.4351 -0.085 0.030 -0.018 -1.383
C 0.0948 4.9814 2.0917 -0.012 0.045 0.159 -1.576
O 0.0078 2.7957 0.9975 -0.927 0.290 -0.695 -0.421
H 1.3380 5.6689 -0.2674 -0.266 -0.330 -0.035 0.369
H -0.3091 5.1076 -0.6153 0.367 -0.257 0.094 0.411
H 1.1277 4.1179 -1.1081 -0.220 0.183 0.178 0.296
H 2.7516 4.5900 1.5505 -0.138 -0.384 -0.039 0.385
H 2.0989 3.1434 2.3904 0.187 0.126 -0.259 0.381
H 2.5618 3.0453 0.6498 0.059 0.171 0.310 0.108
H -0.9155 5.3163 1.7961 0.338 -0.221 0.174 0.405
H 0.0558 4.4661 3.0643 -0.103 0.201 -0.315 0.347
H 0.7154 5.8850 2.2147 -0.243 -0.334 -0.078 0.382
```
Positions in Å, forces in eV/Å.

Results
multiplicity = 3
charge = +2
Kohn-Sham gap (spin up / spin down) = 5.04 / 5.24 eV